A.
This record from OMol25 describes a 2-piece molecular cluster, C2H6O2S2 overall. The level of theory is ωB97M-V/def2-TZVPD.

Positions of all 12 atoms, in Å:
C  -0.96653  -1.24761  -1.14108
S  -0.97224  -1.08673  0.67495
S  -2.27571  0.55088  0.71797
H  -1.92554  -1.02919  -1.59083
H  -0.61190  -2.23489  -1.44192
H  -0.23695  -0.50576  -1.45702
H  -1.48556  1.63362  0.86696
O  0.80574  1.95791  0.24500
C  1.53430  1.16449  0.76136
O  2.21479  0.28606  0.00541
H  1.57330  1.03470  1.84753
H  2.34630  -0.52348  0.51168

Properties
structure (SMILES)	O=CO.CSS
HOMO level	-9.093	eV
LUMO	0.2	eV
HOMO-LUMO gap	0.3433	hartree

***

B.
This record from OMol25 describes a 2-piece molecular cluster, C2H6O2S2 overall. The level of theory is ωB97M-V/def2-TZVPD.

Positions of all 12 atoms, in Å:
C  0.81366  0.41754  -1.57470
C  -0.40130  -0.05068  0.32842
O  0.22513  -0.21142  2.48679
O  0.65349  -0.07038  1.07105
S  -1.48557  1.30622  0.40326
S  -1.24326  -1.63072  0.08937
H  0.30734  0.68508  -2.45198
H  1.23881  -0.51615  -1.66583
H  1.40103  1.27498  -1.29260
H  0.86547  0.23349  2.96864
H  -2.04916  1.01330  -0.71034
H  -0.32565  -2.45125  0.34791

Properties
HOMO level (spin up / spin down)	-8.104 / -8.107	eV
LUMO (spin up / spin down)	-0.2 / -0.2	eV
HOMO-LUMO gap (spin up / spin down)	0.2917 / 0.2917	hartree

***

Least stable = B